Entry 1:
Entry from OMol25: C2H3N2PS in the gas phase in a non-equilibrium geometry (ωB97M-V with the def2-TZVPD basis set).

```
! wB97M-V def2-TZVPD RIJCOSX def2/J DEFGRID3
* xyz 0 1
P 1.97702 0.65993 0.35596
C 0.31399 0.08878 0.10271
N -0.14133 -1.07779 0.40510
C -1.43686 -1.18427 0.30880
S -2.14732 0.30950 -0.23277
N -0.72561 1.06239 -0.33822
H 1.79683 1.89736 -0.27427
H 2.50444 0.26269 -0.86650
H -2.14115 -2.01859 0.53919
*
```

Values from the calculation:
DFT total energy, hartree: -927.0116
Energy above the lowest of the compared OMol25 structures with the same formula, charge and spin, kcal per mole: 12.1
Orbital gap, eV: 9.4
E_LUMO, eV: 0.09
HOMO level, eV: -9.292
SMILES string: Pc1ncsn1

Population analysis type Löwdin, resulting atomic charges in e: atom 1 (P): 0.83, atom 2 (C): -0.77, atom 3 (N): -0.05, atom 4 (C): -0.44, atom 5 (S): 0.93, atom 6 (N): -0.37, atom 7 (H): -0.11, atom 8 (H): -0.12, atom 9 (H): 0.08



Entry 2:
Entry from OMol25: 2 unconnected molecules or ions with the total composition C2H3N3 in a non-equilibrium geometry (ωB97M-V with the def2-TZVPD basis set).

```
! wB97M-V def2-TZVPD RIJCOSX def2/J DEFGRID3
* xyz 0 1
C -2.12029 0.67405 0.01428
C 0.93300 -1.47632 -0.09659
N -2.09994 -0.44137 -0.00024
N 1.22898 0.89138 0.10844
N 1.18894 -0.33376 0.01754
H -2.05358 1.72438 -0.19660
H 0.88411 -2.44966 0.53172
H 2.03879 1.41130 -0.37855
*
```

Values from the calculation:
DFT total energy, hartree: -242.1255
Energy above the lowest of the compared OMol25 structures with the same formula, charge and spin, kcal per mole: 92.3
Orbital gap, eV: 9.9
E_LUMO, eV: 1.12
HOMO level, eV: -8.757

Population analysis type Löwdin, resulting atomic charges in e: atom 1 (C): -0.11, atom 2 (C): 0.05, atom 3 (N): 0.06, atom 4 (N): 0.02, atom 5 (N): -0.27, atom 6 (H): 0.06, atom 7 (H): 0.10, atom 8 (H): 0.10



Entry 3:
Entry from OMol25: C2H3N3 in the gas phase in a non-equilibrium geometry (ωB97M-V with the def2-TZVPD basis set).

```
! wB97M-V def2-TZVPD RIJCOSX def2/J DEFGRID3
* xyz 0 1
H -0.48795 -1.78951 -0.88741
N -0.47655 -1.37925 -0.05037
C -0.18747 -0.23411 -0.00876
N -0.15676 0.39571 1.18788
C 0.37442 0.68690 -1.09664
N 0.18480 1.29760 -2.13763
H 0.54564 1.24894 1.04450
H 0.20386 -0.22627 1.94842
*
```

Values from the calculation:
DFT total energy, hartree: -242.2056
Energy above the lowest of the compared OMol25 structures with the same formula, charge and spin, kcal per mole: 42.1
Orbital gap, eV: 10.6
E_LUMO, eV: -0.04
HOMO level, eV: -10.631
SMILES string: [H]/N=C(/N)C#N

Population analysis type Löwdin, resulting atomic charges in e: atom 1 (H): 0.03, atom 2 (N): 0.19, atom 3 (C): -0.60, atom 4 (N): 0.07, atom 5 (C): -0.09, atom 6 (N): 0.14, atom 7 (H): 0.14, atom 8 (H): 0.12



Entry 4:
Entry from OMol25: C2H3N3 in the gas phase in a non-equilibrium geometry (ωB97M-V with the def2-TZVPD basis set).

```
! wB97M-V def2-TZVPD RIJCOSX def2/J DEFGRID3
* xyz 0 1
H -0.90645 -2.08788 0.19745
N -1.30087 -1.11847 -0.03236
C -0.58329 -0.09402 -0.01518
N -0.79488 1.19012 -0.08133
C 0.97677 -0.04561 0.16856
N 2.12464 -0.16860 -0.10576
H 0.04742 1.78835 0.38642
H -1.70403 1.81595 0.03204
*
```

Values from the calculation:
DFT total energy, hartree: -242.2043
Energy above the lowest of the compared OMol25 structures with the same formula, charge and spin, kcal per mole: 42.9
Orbital gap, eV: 10.8
E_LUMO, eV: 0.49
HOMO level, eV: -10.263
SMILES string: [H]/N=C(/N)C#N

Population analysis type Löwdin, resulting atomic charges in e: atom 1 (H): 0.10, atom 2 (N): 0.11, atom 3 (C): -0.59, atom 4 (N): 0.06, atom 5 (C): -0.16, atom 6 (N): 0.13, atom 7 (H): 0.17, atom 8 (H): 0.17



Entry 5:
Entry from OMol25: C2H3N3O in the gas phase in a non-equilibrium geometry (ωB97M-V with the def2-TZVPD basis set).

```
! wB97M-V def2-TZVPD RIJCOSX def2/J DEFGRID3
* xyz 0 1
H 1.86058 -1.40107 0.05020
N 1.96630 -0.45432 -0.67680
C 0.82183 -0.01341 -0.23002
N 0.10374 1.24229 -0.68154
C -1.09023 1.09025 -0.30480
O -1.44919 -0.08658 0.31012
N -0.19719 -0.76471 0.51810
H -1.91581 1.77527 -0.26193
H -0.10002 -1.38773 1.27666
*
```

Values from the calculation:
DFT total energy, hartree: -317.3990
Energy above the lowest of the compared OMol25 structures with the same formula, charge and spin, kcal per mole: 83.6
Orbital gap, eV: 10.0
E_LUMO, eV: 0.67
HOMO level, eV: -9.349
SMILES string: [H]/N=c1/nco[nH]1

Population analysis type Löwdin, resulting atomic charges in e: atom 1 (H): 0.13, atom 2 (N): 0.09, atom 3 (C): -0.43, atom 4 (N): 0.14, atom 5 (C): -0.21, atom 6 (O): -0.03, atom 7 (N): 0.06, atom 8 (H): 0.13, atom 9 (H): 0.12



Entry 6:
Entry from OMol25: C2H3N3O in the gas phase in a non-equilibrium geometry (ωB97M-V with the def2-TZVPD basis set).

```
! wB97M-V def2-TZVPD RIJCOSX def2/J DEFGRID3
* xyz 0 1
C 0.41364 0.01964 0.25996
N -0.40519 -0.24076 1.42819
C -0.89203 0.76881 2.19642
N -1.38320 1.59838 2.79632
N -0.77130 -1.48064 1.85102
O -0.45366 -2.34946 1.08555
H 1.42915 0.32456 0.55683
H 0.53054 -1.01292 -0.26304
H -0.01052 0.69612 -0.40967
*
```

Values from the calculation:
DFT total energy, hartree: -317.4049
Energy above the lowest of the compared OMol25 structures with the same formula, charge and spin, kcal per mole: 79.9
Orbital gap, eV: 10.6
E_LUMO, eV: -0.09
HOMO level, eV: -10.645
SMILES string: CN(C#N)N=O

Population analysis type Löwdin, resulting atomic charges in e: atom 1 (C): -0.02, atom 2 (N): -0.16, atom 3 (C): -0.26, atom 4 (N): 0.17, atom 5 (N): -0.01, atom 6 (O): -0.01, atom 7 (H): 0.10, atom 8 (H): 0.12, atom 9 (H): 0.07



Entry 7:
Entry from OMol25: 2 unconnected molecules or ions with the total composition C2H3N3O in a non-equilibrium geometry (ωB97M-V with the def2-TZVPD basis set).

```
! wB97M-V def2-TZVPD RIJCOSX def2/J DEFGRID3
* xyz 0 1
C 2.08687 0.25160 -0.32295
C -1.44970 0.17099 0.16611
N 2.80191 0.18654 0.63034
N 1.20914 0.08025 -1.19269
N -0.65532 -0.81350 0.44722
O -1.36663 0.98444 -0.77122
H -2.19393 0.48074 1.00938
H 0.23940 0.15585 -1.23265
H -0.67174 -1.49692 1.26646
*
```

Values from the calculation:
DFT total energy, hartree: -317.3279
Energy above the lowest of the compared OMol25 structures with the same formula, charge and spin, kcal per mole: 128.3
Orbital gap (spin up / spin down), eV: 7.8 / 6.9
E_LUMO (spin up / spin down), eV: -2.23 / -3.66
HOMO level (spin up / spin down), eV: -10.026 / -10.564

Population analysis type Löwdin, resulting atomic charges in e: atom 1 (C): -0.41, atom 2 (C): -0.46, atom 3 (N): 0.16, atom 4 (N): 0.21, atom 5 (N): 0.20, atom 6 (O): -0.02, atom 7 (H): 0.18, atom 8 (H): -0.01, atom 9 (H): 0.14



Entry 8:
Entry from OMol25: C2H3N3O in the gas phase in a non-equilibrium geometry (ωB97M-V with the def2-TZVPD basis set).

```
! wB97M-V def2-TZVPD RIJCOSX def2/J DEFGRID3
* xyz 0 1
C 1.23734 1.08342 -0.05426
N -0.19049 0.79385 0.00832
C -0.72083 -0.22911 -0.33863
N -1.26713 -1.25535 -0.81094
N -1.87277 -2.13587 0.16211
O -1.89251 -1.72223 1.28131
H 1.64628 1.14805 0.96283
H 1.71960 0.27980 -0.62539
H 1.34052 2.03743 -0.58536
*
```

Values from the calculation:
DFT total energy, hartree: -317.3871
Energy above the lowest of the compared OMol25 structures with the same formula, charge and spin, kcal per mole: 91.1
Orbital gap, eV: 9.6
E_LUMO, eV: -0.45
HOMO level, eV: -10.000
SMILES string: CN=C=NN=O

Population analysis type Löwdin, resulting atomic charges in e: atom 1 (C): -0.08, atom 2 (N): 0.08, atom 3 (C): -0.23, atom 4 (N): 0.06, atom 5 (N): -0.07, atom 6 (O): -0.02, atom 7 (H): 0.09, atom 8 (H): 0.09, atom 9 (H): 0.08



Entry 9:
Entry from OMol25: a molecular structure, C2H3N3O (ωB97M-V with the def2-TZVPD basis set).

```
! wB97M-V def2-TZVPD RIJCOSX def2/J DEFGRID3
* xyz 0 1
C 1.18806 -0.24601 0.69713
C -0.19305 0.12032 -0.19486
N 0.12629 1.21834 0.23230
O -2.05283 1.07205 -1.27372
N -1.97085 -0.11763 -1.44748
N -0.89315 -0.76480 -0.84259
H 0.76550 -0.95367 1.41077
H 1.78618 -0.70767 -0.08899
H 1.78397 0.49921 1.22196
*
```

Values from the calculation:
DFT total energy, hartree: -317.3154
Energy above the lowest of the compared OMol25 structures with the same formula, charge and spin, kcal per mole: 136.1
Orbital gap, eV: 9.2
E_LUMO, eV: -0.46
HOMO level, eV: -9.696

Population analysis type Löwdin, resulting atomic charges in e: atom 1 (C): 0.03, atom 2 (C): -0.52, atom 3 (N): 0.29, atom 4 (O): -0.04, atom 5 (N): -0.09, atom 6 (N): 0.04, atom 7 (H): 0.10, atom 8 (H): 0.10, atom 9 (H): 0.09



Entry 10:
Entry from OMol25: 2 unconnected molecules or ions with the total composition C2H3N3O2 in a non-equilibrium geometry (ωB97M-V with the def2-TZVPD basis set).

```
! wB97M-V def2-TZVPD RIJCOSX def2/J DEFGRID3
* xyz 0 1
C 0.13498 1.35999 -0.89880
C 0.58326 -0.35393 1.05014
N 1.10309 0.30396 1.85710
N -1.01493 1.60121 -0.80004
N 0.18903 -1.53347 0.50764
O -2.15559 1.88014 -0.69947
O 1.46629 1.27272 2.47373
H 1.02284 0.99390 -1.13886
H -0.82638 -1.49939 0.51018
H 0.44539 -1.50520 -0.52363
*
```

Values from the calculation:
DFT total energy, hartree: -392.5216
Energy above the lowest of the compared OMol25 structures with the same formula, charge and spin, kcal per mole: 170.7
Orbital gap, eV: 9.2
E_LUMO, eV: 0.22
HOMO level, eV: -9.024

Population analysis type Löwdin, resulting atomic charges in e: atom 1 (C): 0.14, atom 2 (C): -0.21, atom 3 (N): -0.11, atom 4 (N): -0.21, atom 5 (N): 0.09, atom 6 (O): 0.05, atom 7 (O): -0.02, atom 8 (H): 0.04, atom 9 (H): 0.10, atom 10 (H): 0.12